Record 1
DFT (ωB97M-V/def2-TZVPD) results for an isolated ion of composition C25H21F6OS and charge +1.

Results
Net charge   +1
Kohn-Sham gap   8.5885 eV
Energy relative to the best compared isomer or geometry (same formula, charge and spin)   0.0 kJ/mol

```
54
C25H21F6OS, DFT ωB97M-V/def2-TZVPD
F -1.0093 -5.7786 2.7657
C -0.7759 -5.8943 1.4238
F 0.3497 -6.6588 1.2733
F -1.8186 -6.6190 0.8989
C -0.6338 -4.5577 0.7495
C -0.2135 -4.5014 -0.5795
C -0.1273 -3.2667 -1.2064
C -0.4478 -2.0770 -0.5224
C -0.2009 -0.7300 -1.2230
C -1.2940 0.3299 -1.1041
C -2.5359 0.0980 -0.5061
C -3.4076 1.1573 -0.2565
C -3.0676 2.4261 -0.7096
C -3.9744 3.5899 -0.4239
F -3.5598 4.7474 -1.0226
F -5.2560 3.3635 -0.8462
F -4.0336 3.8525 0.9244
C -1.8926 2.6533 -1.4204
C -1.0450 1.5833 -1.6732
C -0.8947 -2.1711 0.7892
C -0.9632 -3.4041 1.4414
H 0.0224 -5.4145 -1.1209
H 0.2033 -3.2142 -2.2458
H -0.0989 -0.9573 -2.3010
H -2.8242 -0.9093 -0.2114
H -4.3407 0.9921 0.2839
H -1.6336 3.6496 -1.7549
H -0.1691 1.7383 -2.3044
H -1.1815 -1.2831 1.3488
H -1.2992 -3.4434 2.4736
C 3.5222 -0.8965 -2.0606
S 2.4582 -1.5054 -0.7144
C 3.5281 -1.2009 0.7145
C 1.1100 -0.1213 -0.7687
C 0.9927 0.5170 0.6052
C 1.0263 2.0193 0.7854
C 2.1956 2.7613 0.5630
C 2.2313 4.1061 0.9403
C 1.0853 4.7235 1.4563
C -0.0899 3.9840 1.6498
C -0.0818 2.6172 1.4006
O 0.8357 -0.1660 1.6111
H 3.8069 -1.7630 -2.6682
H 2.9745 -0.1810 -2.6834
H 4.4126 -0.4346 -1.6260
H 3.9891 -2.1665 0.9609
H 4.2931 -0.4729 0.4320
H 2.9175 -0.8611 1.5516
H 1.5164 0.5932 -1.4928
H 3.0641 2.2512 0.1423
H 3.1631 4.6715 0.8371
H 1.1066 5.7827 1.7290
H -1.0036 4.4543 2.0246
H -0.9304 1.9871 1.6704
```

Löwdin population analysis, charges in e, atoms 1 to 8: 0.1205 -0.5110 0.1230 0.1264 -0.1124 0.0071 -0.0486 -0.2207


Record 2
DFT (ωB97M-V/def2-TZVPD) results for a 2-piece molecular cluster, C2H6N4O2 overall.

Results
Net charge   +2
Kohn-Sham gap   11.5947 eV
Energy relative to the best compared isomer or geometry (same formula, charge and spin)   38.1 kJ/mol

```
14
C2H6N4O2, DFT ωB97M-V/def2-TZVPD
C -0.2568 -0.4765 -1.1455
C 0.6844 1.2041 1.9708
N 0.7718 0.0139 1.8014
N -1.0449 0.2200 -1.6992
N 1.6536 -0.9697 2.2983
N -1.8733 0.5790 -2.7632
O 0.5129 -1.0617 -0.5307
O 0.4903 2.3111 1.9400
H 2.2549 -0.5466 3.1061
H 2.2915 -1.3327 1.4661
H 0.8934 -1.6424 2.6585
H -2.8489 0.5645 -2.3438
H -1.8266 -0.2748 -3.3532
H -1.7022 1.4117 -3.4058
```

Löwdin population analysis, charges in e, atoms 1 to 8: -0.2574 -0.2664 0.0447 0.1246 0.1990 0.2413 0.2118 0.3148


Record 3
DFT (ωB97M-V/def2-TZVPD) results for a 12-piece molecular cluster, C15H53NO12 overall.

Results
Structure (SMILES)   CC1(C)CCCC(C)(C)N1O.CC(C)O.CC(C)O.O.O.O.O.O.O.O.O.O
Net charge   0
Kohn-Sham gap   8.4093 eV
Energy relative to the best compared isomer or geometry (same formula, charge and spin)   0.0 kJ/mol

```
81
C15H53NO12, DFT ωB97M-V/def2-TZVPD
C -5.0181 6.5056 -3.7502
C -3.5780 5.9954 -3.5227
C -2.9959 6.4841 -2.2363
C -3.8487 4.4739 -3.3460
C -2.6335 3.6268 -3.4677
C -1.8451 3.9511 -4.8664
C -1.4526 5.4491 -5.1284
C -0.3202 5.7422 -4.1140
C -1.2105 5.5240 -6.6531
N -2.7462 6.2198 -4.7902
O -2.7377 7.5313 -5.2675
H -5.4761 6.0158 -4.6096
H -5.6173 6.3510 -2.8529
H -4.9408 7.5680 -3.9811
H -3.5462 6.1434 -1.3593
H -1.9370 6.2264 -2.2569
H -2.9623 7.5733 -2.2591
H -4.2816 4.2695 -2.3667
H -4.5946 4.0944 -4.0444
H -2.1234 3.9344 -2.5548
H -2.8833 2.5679 -3.5340
H -2.5391 3.5311 -5.5944
H -0.9774 3.3144 -4.6936
H -0.3993 5.2187 -3.1613
H -0.1912 6.8175 -3.9908
H 0.6637 5.4483 -4.4796
H -1.9706 4.9872 -7.2207
H -0.2009 5.1869 -6.8882
H -1.3037 6.5338 -7.0527
H -2.0750 7.8935 -4.6748
C -4.6350 -8.4167 -0.8084
C -3.4377 -7.8520 -1.5992
C -3.6969 -6.6357 -2.4727
O -2.4933 -7.4596 -0.5618
H -4.4784 -9.4100 -0.3877
H -5.4524 -8.6523 -1.4899
H -5.0095 -7.6825 -0.0951
H -2.9996 -8.6905 -2.1405
H -2.7957 -6.3709 -3.0257
H -3.9192 -5.7431 -1.8880
H -4.4858 -6.8251 -3.2007
H -2.4364 -8.1935 0.0544
C 2.4882 -0.3715 2.2554
C 1.4078 -0.9429 1.4957
C 1.7309 -1.5357 0.1656
O 0.9270 -2.1482 2.1847
H 2.9117 0.5819 1.9397
H 3.2707 -1.1141 2.4118
H 2.0889 -0.2370 3.2607
H 0.6302 -0.1791 1.4879
H 2.4473 -2.3550 0.2265
H 1.9006 -0.7356 -0.5549
H 0.8085 -1.9642 -0.2264
H 0.7506 -2.7944 1.4970
O 3.7619 -0.6277 9.5189
H 4.1743 0.2005 9.2735
H 3.1422 -0.3919 10.2093
O -3.9774 -3.8989 5.1364
H -3.4545 -3.9630 4.3373
H -3.3652 -3.5786 5.7988
O 7.8109 0.3130 -1.1086
H 6.9487 -0.0474 -0.9012
H 7.6476 0.9309 -1.8212
O -0.7132 -2.3316 8.2038
H 0.2281 -2.1695 8.1417
H -0.8044 -2.9372 8.9394
O 3.8497 -4.3122 5.9229
H 3.2074 -3.6053 5.8603
H 4.0826 -4.3435 6.8508
O 0.3410 2.6661 8.7299
H -0.0037 2.5690 9.6176
H -0.1760 2.0563 8.2036
O 6.2143 -6.6722 -1.4275
H 7.1399 -6.8609 -1.5818
H 5.8253 -6.6480 -2.3018
O 7.7029 -4.5039 3.6210
H 6.8053 -4.3710 3.9257
H 7.6194 -5.1111 2.8858
O 8.9158 -0.3470 3.6187
H 8.5985 -1.2215 3.8440
H 8.6990 -0.2445 2.6920
```

Löwdin population analysis, charges in e, atoms 1 to 8: -0.0401 -0.4878 -0.0390 -0.2039 -0.1700 -0.1057 -0.4402 -0.0385


Record 4
DFT (ωB97M-V/def2-TZVPD) results for a 10-piece molecular cluster, C24H55N7O16 overall.

Results
2S+1   2
Net charge   +1
Kohn-Sham gap (spin up / spin down)   7.9853 / 2.6487 eV
Energy relative to the best compared isomer or geometry (same formula, charge and spin)   75.7 kJ/mol

```
102
C24H55N7O16, DFT ωB97M-V/def2-TZVPD
C 23.4780 9.0177 20.5544
O 22.7983 9.7805 21.5777
C 22.0192 9.3302 22.5979
O 21.3082 10.0404 23.2711
O 22.0898 8.0412 22.6539
C 21.3494 7.2264 23.5918
H 22.6944 8.5142 19.9882
H 24.1270 8.2710 21.0119
H 24.1090 9.6275 19.9079
H 20.3837 6.9810 23.1498
H 21.0926 7.5633 24.5961
H 22.0101 6.3626 23.6657
C 26.6785 18.7730 16.4563
O 26.4576 17.6432 15.7481
C 26.1530 16.3662 16.2082
O 26.0271 16.0704 17.4179
O 26.1910 15.4932 15.2003
C 25.9426 14.1663 15.5027
H 26.8530 19.6625 15.8510
H 27.4745 18.7728 17.2009
H 25.7721 19.1347 16.9418
H 25.7441 13.5500 14.6258
H 25.0774 14.0692 16.1585
H 26.7713 13.7050 16.0399
C 23.8507 16.7039 19.6526
O 22.8337 15.8581 20.1662
C 22.7342 14.5592 19.6943
O 22.9254 14.2467 18.5195
O 22.2761 13.8097 20.8002
C 21.6378 12.5926 20.6690
H 23.4604 17.7211 19.6867
H 24.1866 16.3612 18.6739
H 24.7530 16.5119 20.2332
H 21.4382 12.1060 21.6237
H 22.1222 11.9257 19.9558
H 20.6676 12.9872 20.3671
C 19.8225 15.5745 17.8222
C 20.4009 15.7181 16.4585
O 19.8033 16.3482 15.6150
N 21.6548 15.3807 16.2210
C 22.1884 15.3283 14.8877
H 20.4764 15.9412 18.6135
H 19.4199 14.5754 17.9886
H 18.9941 16.2821 17.8564
H 22.2795 15.1876 16.9908
H 23.0053 16.0460 14.9629
H 21.5978 15.6203 14.0194
H 22.7743 14.4605 14.5847
O 23.6303 20.3397 20.6854
C 22.7712 20.8385 21.3535
N 23.1496 21.8382 22.1218
C 21.3340 20.4213 21.3016
H 24.1175 22.0527 22.3145
H 22.4176 22.4024 22.5293
H 20.9684 21.2650 20.7163
H 20.8960 20.5707 22.2885
H 21.1175 19.4411 20.8769
O 23.3871 20.5814 15.6123
C 23.0723 19.9854 16.6727
N 23.4673 20.4985 17.7594
C 22.4273 18.6005 16.6941
H 23.9417 21.3895 17.7246
H 23.3324 20.2180 18.7203
H 21.8190 18.2807 17.5402
H 23.1478 17.7832 16.6647
H 21.8099 18.4893 15.8027
O 27.8458 12.8638 21.1047
C 26.9705 13.0353 20.2622
N 25.8537 13.7658 20.4578
C 27.0395 12.3097 19.0706
H 25.7800 14.1610 21.3843
H 25.0489 13.7727 19.8475
H 26.6739 11.3000 19.2574
H 28.0591 12.3281 18.6858
H 26.4136 12.7091 18.2726
O 16.1252 11.8717 21.4852
C 17.1422 12.5249 21.8090
N 17.6113 12.4609 23.0323
C 17.7923 13.4474 20.8336
H 16.9876 11.9804 23.6649
H 18.3853 12.9094 23.5012
H 18.4116 12.9282 20.1021
H 18.3655 14.2385 21.3171
H 16.9476 13.7524 20.2159
O 19.9272 13.7379 24.4257
C 20.9089 13.7320 25.0652
N 20.9136 13.4466 26.3472
C 22.2070 13.9652 24.3436
H 20.0271 13.2004 26.7639
H 21.7400 13.1211 26.8281
H 22.7402 13.0689 24.0266
H 22.8431 14.6450 24.9104
H 22.2656 14.5610 23.4327
O 24.9832 16.2526 23.2367
C 24.5127 17.2705 22.8451
N 25.2340 18.2143 22.2699
C 23.0276 17.5851 23.0763
H 26.1874 17.8917 22.1856
H 24.9189 19.1732 22.2335
H 22.7454 18.2460 23.8959
H 22.5330 16.6761 23.4185
H 22.5677 18.0171 22.1874
```

Löwdin population analysis, charges in e, atoms 1 to 8: -0.0204 -0.0464 -0.6126 0.1229 0.0041 0.0009 0.0975 0.0939


Record 5
DFT (ωB97M-V/def2-TZVPD) results for C2H4N2S as an isolated structure.

Results
Net charge   0
Kohn-Sham gap   7.2676 eV
Energy relative to the best compared isomer or geometry (same formula, charge and spin)   465.5 kJ/mol

```
9
C2H4N2S, DFT ωB97M-V/def2-TZVPD
C 1.4153 0.1188 -1.9915
C -0.8013 0.8399 0.9338
N 1.8214 -0.8660 -1.5520
N -0.7985 -0.1645 -0.0326
S -0.5855 -1.6889 0.3890
H -1.2596 0.7552 1.9112
H 0.3248 1.1488 0.9405
H -1.3878 1.8501 0.6503
H 1.2712 -1.9933 -1.2487
```

Löwdin population analysis, charges in e, atoms 1 to 8: -0.1771 -0.2975 -0.0854 -0.5480 0.6511 0.0525 0.1237 0.1190


Record 6
DFT (ωB97M-V/def2-TZVPD) results for a 10-piece molecular cluster, C26H56O10 overall.

Results
2S+1   2
Net charge   -1
Kohn-Sham gap (spin up / spin down)   2.4141 / 6.8376 eV

```
92
C26H56O10, DFT ωB97M-V/def2-TZVPD
C -5.6369 2.3523 -2.7349
C -5.0304 0.9506 -2.5509
O -5.5828 -0.0763 -2.8007
C -3.6959 0.9009 -1.8083
H -6.4535 2.1709 -3.4338
H -5.0098 3.2076 -2.9865
H -6.0014 2.5514 -1.7271
H -3.6592 1.3349 -0.8091
H -3.0491 1.5098 -2.4399
H -3.2543 -0.0867 -1.6745
C 2.4278 -2.1169 3.5368
C 1.9570 -0.7274 3.6982
O 2.6312 0.2174 3.4477
C 0.5119 -0.6120 4.0136
H 2.3208 -2.4068 2.4915
H 1.9053 -2.8737 4.1221
H 3.5042 -2.1109 3.7084
H -0.0381 -1.4927 3.6821
H 0.1707 0.3026 3.5286
H 0.4037 -0.4453 5.0853
C -0.8593 -2.5950 -2.0913
C 0.2319 -2.2686 -3.0626
O 0.8554 -1.2184 -2.9396
C 0.5625 -3.1764 -4.2689
H -0.5148 -3.3452 -1.3795
H -1.6061 -3.0732 -2.7250
H -1.1546 -1.7158 -1.5186
H 1.6025 -3.0010 -4.5441
H -0.0399 -2.8789 -5.1272
H 0.3215 -4.2373 -4.3362
C 2.0579 3.5225 -0.3275
C 3.2888 4.2295 -0.0708
O 4.3887 3.7354 -0.4197
C 3.1918 5.5380 0.6014
H 2.2407 2.5062 -0.6766
H 1.4180 4.0713 -1.0185
H 1.6244 3.6171 0.6681
H 2.2396 6.0087 0.3568
H 3.9752 6.1677 0.1799
H 3.4508 5.6087 1.6578
C 2.3553 -5.7320 0.8933
C 2.3128 -4.5020 0.0228
O 1.7024 -3.5636 0.4742
C 3.1439 -4.3493 -1.2329
H 2.1723 -6.7086 0.4450
H 1.5458 -5.6765 1.6210
H 3.3744 -5.7170 1.2797
H 3.2562 -5.3564 -1.6345
H 4.1944 -4.0747 -1.1369
H 2.5695 -3.7339 -1.9253
C -3.9871 3.8825 0.9019
C -2.5784 3.4634 1.0437
O -2.1365 2.5585 0.3468
C -1.6919 4.3073 1.8893
H -4.4191 3.5095 -0.0267
H -4.0198 4.9708 0.9543
H -4.6500 3.5178 1.6865
H -2.2564 5.1574 2.2725
H -0.8547 4.7187 1.3254
H -1.3876 3.7087 2.7478
C -4.1035 -1.1020 1.5677
C -4.3187 -2.0208 2.8584
O -5.1100 -2.9658 2.8573
C -3.2528 -1.8300 4.0260
H -4.9452 -1.0241 0.8795
H -3.2555 -1.5991 1.0965
H -3.8519 -0.1457 2.0261
H -3.1031 -0.7669 4.2146
H -2.3546 -2.4237 3.8563
H -3.6648 -2.2709 4.9337
C 4.3467 -0.8076 -2.1087
C 5.0080 -1.4111 -0.8549
O 6.0386 -2.0550 -0.8555
C 4.1636 -1.2383 0.4136
H 3.7647 0.0870 -1.8872
H 3.6225 -1.4621 -2.5936
H 5.1242 -0.5964 -2.8429
H 3.1115 -1.0620 0.1899
H 4.6360 -0.3542 0.8420
H 4.3542 -2.1201 1.0253
C 0.4492 0.2212 0.3752
O -0.8700 0.2027 0.9884
H 0.8944 -0.7249 0.6833
H 0.3829 0.3896 -0.6996
H 1.0971 0.9706 0.8298
H -1.3651 1.0161 0.8668
C 0.0369 2.2690 -3.1916
O -1.0269 3.1453 -3.0636
H 0.6609 2.4584 -4.0650
H 0.6546 2.5620 -2.3427
H -0.0595 1.1878 -3.0917
H -1.4064 3.0449 -2.1875
```

Löwdin population analysis, charges in e, atoms 1 to 8: -0.0186 -0.4961 0.0558 -0.0188 0.0716 0.0788 0.0760 0.0568


Computed values of F_max (unit: eV/Å) for the preceding records, in sequence: 2.08 2.83 3.28 5.73 7.69 5.71.